[1]
Here is C4H5IN2S in the gas phase at a distorted geometry from the OMol25 dataset. Energies are from wB97M-V/def2-TZVPD.

Computed properties:
E_HOMO ... -8.978 eV
Calculated total energy ... -960.75314 Eh
Frontier orbital gap ... 0.327 hartree
SMILES ... [H]/N=C1\CSCN=C1I
Lowest unoccupied orbital energy ... -0.08 eV

CARTESIAN COORDINATES (ANGSTROEM)
1 I 3.3676 0.0449 -0.1778
2 S -1.6820 0.5543 -0.6484
3 N 0.9202 -2.1234 -0.4536
4 N 0.8279 1.4145 -0.1191
5 C -0.5281 1.8075 -0.1818
6 C -0.9082 -0.7586 0.4746
7 C 1.2991 0.2501 -0.1913
8 C 0.4215 -0.9785 -0.1589
9 H -0.7710 -0.4633 1.4852
10 H -0.5035 2.6777 -0.8127
11 H -0.9449 2.0149 0.7365
12 H 0.0777 -2.8411 -0.4451
13 H -1.5764 -1.5990 0.4925

=====

[2]
Here is a 2-piece molecular cluster, C4H5IO2 overall at a distorted geometry from the OMol25 dataset. Energies are from wB97M-V/def2-TZVPD.

Computed properties:
E_HOMO ... -8.612 eV
Calculated total energy ... -603.45678 Eh
Frontier orbital gap ... 0.283 hartree
SMILES ... CC(I)=C=O.C=O
Lowest unoccupied orbital energy ... -0.90 eV

CARTESIAN COORDINATES (ANGSTROEM)
1 I -1.3101 -2.4458 1.8803
2 O 1.1669 -0.5129 -1.3752
3 O -2.8511 0.4085 0.4855
4 C -0.7716 -0.5475 0.9773
5 C 0.7774 0.3850 -2.0620
6 C 0.6916 0.0080 1.1202
7 C -1.7315 0.2434 0.7155
8 H 0.2794 1.2750 -1.7440
9 H 0.6683 0.9348 0.5132
10 H 1.3971 -0.4511 0.5674
11 H 0.8732 0.2636 -3.2276
12 H 0.8102 0.4391 2.1494

=====

[3]
Here is C4H5InO2 as an isolated structure at a distorted geometry from the OMol25 dataset. Energies are from wB97M-V/def2-TZVPD.

Computed properties:
E_HOMO (spin up / spin down) ... -18.179 / -18.211 eV
Calculated total energy ... -495.12674 Eh
Net charge ... +2
Frontier orbital gap (spin up / spin down) ... 0.204 / 0.221 hartree
Lowest unoccupied orbital energy (spin up / spin down) ... -12.62 / -12.19 eV

CARTESIAN COORDINATES (ANGSTROEM)
1 In 3.8505 -0.3333 0.3437
2 O 2.5135 -0.2733 -0.7214
3 O -2.7844 1.2428 -0.0796
4 C 0.3858 -0.5015 0.3253
5 C -1.1136 -0.3848 0.2882
6 C 1.1938 -0.1865 -0.7032
7 C -1.6251 1.0207 0.2267
8 H -1.6290 -0.8886 -0.5823
9 H 0.8370 -0.8790 1.2486
10 H -1.5395 -0.8052 1.2161
11 H -0.8454 1.8028 0.0812
12 H 0.7564 0.1859 -1.6435